15
Properties=species:S:1:pos:R:3:forces:R:3 method="wB97M-V/def2-TZVPD" smiles=CSC.CO total_charge=0 gap_ha=0.3407 relative_energy_ev=0.7834 lumo_ev=0.9
C -3.049 -1.378 -1.236 0.38 0.11 1.76
O -1.701 -1.050 -0.952 0.65 0.02 1.31
H -1.489 -1.345 -0.032 -0.16 0.42 -1.26
H -3.085 -2.434 -1.401 -0.57 -0.77 -0.38
H -3.317 -0.816 -2.092 -0.46 0.37 -0.88
H -3.707 -1.113 -0.378 0.17 -0.11 -0.60
C 1.431 1.418 -0.526 0.96 -0.51 -0.82
C 2.141 0.351 1.882 -0.85 0.26 0.75
S 0.776 0.351 0.749 -0.87 -0.05 -0.06
H 1.965 2.261 -0.108 -0.10 0.33 0.30
H 0.630 1.786 -1.170 0.06 -0.22 0.12
H 1.810 -0.115 2.816 0.15 -0.05 -0.27
H 2.431 1.356 2.103 0.14 0.77 0.26
H 2.975 -0.139 1.476 1.17 -0.93 -0.43
H 2.190 0.866 -1.131 -0.68 0.34 0.21

16
Properties=species:S:1:pos:R:3:forces:R:3 method="wB97M-V/def2-TZVPD" total_charge=0 gap_ha=0.2574 relative_energy_ev=3.5442 lumo_ev=-0.4
C 0.396 1.320 -2.130 -1.80 2.20 2.76
C 0.301 -1.979 0.598 1.27 1.04 -0.99
C -0.674 0.963 1.576 0.67 -0.20 1.16
O -2.302 -0.989 0.643 -3.15 -1.28 -1.67
Si -0.803 -0.441 0.393 1.55 0.00 -1.22
S 1.078 1.331 2.023 -0.01 -0.17 1.05
H -0.394 1.915 -2.643 0.58 -0.06 1.03
H 1.269 1.841 -1.695 -0.79 -0.27 -0.26
H 0.594 0.551 -2.734 1.22 -3.19 -2.06
H 1.380 -1.716 0.352 -1.28 -0.44 0.38
H 0.248 -2.469 1.565 -0.08 0.29 0.33
H -0.038 -2.721 -0.128 0.04 0.09 -0.15
H -1.102 1.885 1.230 -0.52 0.17 -0.18
H -1.177 0.633 2.548 0.76 0.55 -1.14
H -2.980 -1.490 0.065 2.17 1.39 1.43
H 1.773 1.495 0.891 -0.63 -0.13 -0.50

15
Properties=species:S:1:pos:R:3:forces:R:3 method="wB97M-V/def2-TZVPD" total_charge=0 gap_ha="0.2283 / 0.3217" relative_energy_ev=2.8596 lumo_ev="-1.1 / 0.4"
C -0.086 1.063 -1.211 3.29 -0.18 -0.03
C 1.712 -0.143 0.326 0.71 -1.44 -1.46
C 0.385 0.362 0.089 -2.50 0.28 -0.71
P -0.682 0.548 1.520 0.06 0.95 -0.28
P -1.351 -2.207 -0.298 0.30 -0.41 -0.05
H 0.728 1.828 -1.635 -1.59 -1.59 0.91
H -0.983 1.594 -1.007 -0.69 0.46 -0.15
H -0.243 0.289 -1.978 -0.02 0.37 0.00
H 1.862 -0.587 1.295 0.02 0.26 0.59
H 1.926 -0.996 -0.376 0.23 0.88 0.18
H 2.357 0.700 0.129 1.00 0.01 0.01
H -0.155 1.905 1.721 -0.68 -0.34 0.24
H -1.749 0.930 0.646 -0.13 0.14 0.87
H -1.000 -3.232 0.682 -0.42 0.71 -0.36
H -2.721 -2.054 0.097 0.40 -0.10 0.23

14
Properties=species:S:1:pos:R:3:forces:R:3 method="wB97M-V/def2-TZVPD" smiles=CSC.C total_charge=0 gap_ha=0.3477 relative_energy_ev=1.2607 lumo_ev=1.0
C 1.481 3.480 -0.388 -0.63 1.42 -1.87
H 1.745 4.501 -0.147 0.62 0.04 0.69
H 0.985 2.993 0.399 -0.60 -0.54 1.12
H 2.325 2.899 -0.729 0.09 0.03 -0.23
H 0.747 3.725 -1.196 0.52 -0.97 0.29
C -1.403 -0.101 -0.484 -0.95 -1.07 0.79
S -0.239 -0.759 0.786 1.02 -1.37 -1.85
C 0.234 -2.341 -0.341 -0.28 0.41 1.25
H -0.970 -0.327 -1.457 0.05 0.57 -0.01
H -1.659 1.022 -0.359 0.15 -2.25 -0.05
H -2.200 -0.933 -0.328 0.35 2.37 -0.64
H -0.686 -2.565 -0.994 1.66 0.25 1.00
H 1.213 -2.235 -0.883 -1.29 0.49 0.15
H 0.457 -3.160 0.391 -0.69 0.62 -0.64

15
Properties=species:S:1:pos:R:3:forces:R:3 method="wB97M-V/def2-TZVPD" smiles=CSC.CS total_charge=0 gap_ha=0.3328 relative_energy_ev=1.9549 lumo_ev=0.9
C 1.246 -0.678 1.316 1.41 -2.08 3.27
C 0.910 2.170 1.501 1.38 0.78 4.19
S 1.605 0.818 0.568 1.02 2.19 -2.07
H 0.437 -1.148 0.778 -0.15 -0.60 0.20
H 0.995 -0.504 2.424 0.06 -0.43 -1.61
H 0.173 1.898 2.327 0.59 -0.03 -1.44
H 1.776 2.660 2.166 -1.61 -0.97 -1.46
H 0.526 3.002 0.939 -0.33 -0.10 -0.70
H 2.248 -1.333 1.377 -2.38 1.28 -0.45
C -2.002 -1.622 -2.287 7.25 2.58 -2.83
S -1.597 -0.006 -1.503 -1.62 -0.12 1.85
H -0.389 0.265 -1.926 0.79 -0.37 -0.61
H -1.224 -2.410 -2.144 -0.93 0.54 0.45
H -1.767 -1.203 -3.313 -0.87 -1.49 0.49
H -2.937 -1.909 -2.222 -4.61 -1.18 0.71

15
Properties=species:S:1:pos:R:3:forces:R:3 method="wB97M-V/def2-TZVPD" smiles=CSS.CC total_charge=0 gap_ha=0.3378 relative_energy_ev=0.7957 lumo_ev=0.5
C 1.747 0.358 0.640 0.02 -2.44 0.45
C 1.656 0.428 -0.865 2.13 0.88 -0.81
H 1.650 1.355 1.010 -0.36 0.50 0.73
H 0.965 -0.383 1.055 1.40 1.44 -0.23
H 2.796 -0.012 0.951 -1.71 0.43 -0.46
H 1.668 -0.499 -1.419 0.38 -0.50 0.17
H 2.543 1.049 -1.136 -0.12 -0.82 -0.30
H 0.925 1.007 -1.375 -1.52 0.53 0.48
C -1.585 -1.214 0.628 0.48 -1.95 0.93
S -3.177 -0.562 0.214 -0.25 0.47 0.19
S -2.543 1.332 -0.320 -0.47 0.10 -0.29
H -0.882 -0.496 0.977 -0.07 0.90 0.65
H -1.673 -2.018 1.418 -0.13 0.89 -0.79
H -1.062 -1.645 -0.201 -0.03 -0.47 -0.78
H -3.028 1.299 -1.576 0.24 0.04 0.07

16
Properties=species:S:1:pos:R:3:forces:R:3 method="wB97M-V/def2-TZVPD" smiles=CSC.CSS total_charge=0 gap_ha=0.3333 relative_energy_ev=0.1327 lumo_ev=0.6
C -1.160 1.020 2.797 0.29 0.08 -0.31
S 0.214 0.165 1.955 -0.07 0.17 0.03
S 0.974 1.658 0.760 -0.14 -0.26 0.10
H -0.870 2.064 2.866 -0.10 0.05 0.24
H -1.257 0.577 3.782 -0.04 0.01 0.14
H -2.100 0.948 2.256 0.03 -0.12 -0.09
H 0.268 1.359 -0.342 0.03 0.03 -0.10
C -1.631 -1.547 -1.566 0.03 -0.13 0.32
S 0.168 -1.475 -1.594 0.13 0.34 -0.28
C 0.387 -0.442 -3.091 -0.66 -0.82 0.34
H -2.043 -0.554 -1.378 -0.08 -0.02 -0.29
H -1.900 -2.156 -0.702 0.03 -0.07 -0.10
H -2.039 -2.016 -2.466 0.02 0.22 0.12
H -0.385 0.324 -3.103 0.12 0.25 0.05
H 1.377 -0.015 -3.065 0.22 0.14 -0.07
H 0.244 -1.076 -3.965 0.20 0.14 -0.10

19
Properties=species:S:1:pos:R:3:forces:R:3 method="wB97M-V/def2-TZVPD" total_charge=+2 gap_ha=0.0876 lumo_ev=-13.2
C -1.414 -1.337 -0.904 0.50 0.09 -0.05
C -0.092 -0.768 -1.479 -0.03 -0.18 -0.02
C 1.041 -0.659 -0.433 0.02 -0.02 -0.29
O 0.609 -0.689 0.924 0.14 -0.51 -0.03
B 0.323 0.369 1.732 -0.18 0.26 0.15
P -0.120 2.171 1.085 0.60 0.41 0.00
N 1.016 3.286 1.163 0.00 -0.38 -0.21
H -2.264 -1.029 -1.519 -0.05 -0.30 -0.10
H -1.614 -1.061 0.128 -0.07 0.05 -0.02
H -1.508 -2.469 -0.985 -0.35 -0.13 -0.06
H 0.295 -1.422 -2.272 -0.16 0.19 -0.20
H -0.291 0.172 -1.987 0.01 0.14 0.24
H 1.729 0.161 -0.646 -0.05 0.04 -0.01
H 1.724 -1.558 -0.505 0.06 0.10 -0.01
H 0.336 0.194 2.900 -0.14 -0.11 0.00
H -1.258 2.544 1.822 -0.15 -0.15 0.03
H -0.641 2.085 -0.230 -0.12 -0.04 -0.01
H 1.926 2.999 1.516 -0.04 0.19 0.16
Zn 0.203 -2.990 -0.308 0.00 0.34 0.42